Model i:
20
Properties=species:S:1:pos:R:3:nbo_charge:R:1 method="wB97M-V/def2-TZVPD" mol_weight_g_mol=114.168 e_lumo_ev=3.848 orbital_gap_ev=6.4140 total_charge=-1
C -0.37 0.52 2.38 -0.484
C -0.43 0.83 1.09 0.092
C -0.17 2.25 0.62 -0.665
C -0.72 -0.19 0.01 -0.481
C 0.53 -0.66 -0.72 -0.064
N 1.15 -1.80 -0.02 -0.870
C 0.13 -1.01 -2.18 -0.010
O -0.46 0.01 -2.82 -0.950
H -0.25 1.29 3.15 0.165
H -0.20 -0.47 2.80 0.189
H -0.91 2.86 1.15 0.204
H -0.36 2.37 -0.44 0.237
H 0.81 2.60 0.92 0.210
H -1.33 -1.00 0.40 0.189
H -1.31 0.31 -0.76 0.266
H 1.26 0.15 -0.75 0.162
H 0.51 -2.30 0.58 0.341
H 1.55 -2.44 -0.69 0.347
H 1.09 -1.39 -2.63 0.063
H -0.53 -1.92 -2.08 0.060

***

Model ii:
20
Properties=species:S:1:pos:R:3:nbo_charge:R:1 method="wB97M-V/def2-TZVPD" mol_weight_g_mol=114.168 e_lumo_ev=0.794 orbital_gap_ev=3.3047 total_charge=-1
C 1.69 -1.69 0.32 -0.013
O 2.45 -2.52 1.10 -0.924
C 0.71 -0.80 1.26 -0.484
C 0.29 0.50 0.78 -0.300
C -0.89 0.43 -0.18 -0.431
C -1.00 1.66 -1.08 -0.223
N 0.03 2.60 -1.51 -0.622
C -1.85 -0.61 -0.05 -0.258
H 1.06 -2.20 -0.35 0.082
H 2.32 -1.04 -0.31 0.072
H -0.16 -1.42 1.44 0.196
H 1.28 -0.62 2.16 0.216
H 0.06 1.27 1.70 0.152
H 1.16 0.99 0.21 0.198
H -1.96 1.91 -0.72 0.194
H 0.84 2.11 -1.84 0.317
H -0.78 1.49 -2.08 0.279
H -0.37 -0.39 -0.55 0.268
H -2.13 -1.17 -0.88 0.156
H -2.76 -0.50 0.59 0.125

***

Which one sits at the bottom of the stability order? model ii does.

***

Model i:
50
Properties=species:S:1:pos:R:3:nbo_charge:R:1 method="wB97M-V/def2-TZVPD" mol_weight_g_mol=341.477 e_lumo_ev=0.037 orbital_gap_ev=8.6980
C -3.06 -4.85 0.98 -0.608
C -3.60 -3.53 1.52 -0.388
C -3.08 -2.31 0.75 -0.391
C -1.58 -2.08 0.94 -0.393
C -1.07 -0.81 0.25 -0.248
C 0.43 -0.90 -0.08 -0.385
C 1.34 -1.07 1.13 -0.620
C -1.40 0.42 1.10 -0.053
O -0.97 1.66 0.57 -0.562
C -1.55 2.02 -0.66 -0.068
C -1.48 3.54 -0.84 -0.422
C -0.12 4.10 -0.39 -0.213
N 0.97 3.34 -0.92 -0.525
C 1.86 2.70 -0.20 0.241
C 2.81 1.84 -0.71 -0.461
C 2.81 1.49 -2.11 0.677
O 2.04 1.95 -2.95 -0.649
N 3.75 0.55 -2.49 -0.616
C 4.67 -0.04 -1.68 0.275
S 5.73 -1.15 -2.25 -0.184
N 4.65 0.33 -0.37 -0.622
C 3.77 1.26 0.21 0.686
O 3.87 1.51 1.39 -0.609
H -3.53 -5.68 1.50 0.211
H -1.99 -4.92 1.12 0.201
H -3.28 -4.94 -0.08 0.200
H -4.69 -3.53 1.45 0.199
H -3.33 -3.43 2.57 0.193
H -3.62 -1.43 1.10 0.196
H -3.30 -2.43 -0.31 0.193
H -1.04 -2.94 0.52 0.206
H -1.35 -2.04 2.01 0.197
H -1.60 -0.72 -0.71 0.199
H 0.58 -1.74 -0.76 0.201
H 0.73 0.01 -0.61 0.201
H 1.04 -1.93 1.73 0.204
H 1.33 -0.19 1.76 0.208
H 2.36 -1.23 0.80 0.212
H -2.49 0.46 1.27 0.166
H -0.91 0.35 2.07 0.191
H -1.01 1.52 -1.49 0.173
H -2.60 1.70 -0.70 0.179
H -1.65 3.77 -1.89 0.210
H -2.25 4.02 -0.25 0.217
H -0.04 5.14 -0.72 0.205
H -0.06 4.06 0.70 0.216
H 0.99 3.13 -1.92 0.445
H 1.85 2.86 0.88 0.233
H 3.76 0.28 -3.47 0.439
H 5.33 -0.09 0.24 0.440

***

Model ii:
50
Properties=species:S:1:pos:R:3:nbo_charge:R:1 method="wB97M-V/def2-TZVPD" mol_weight_g_mol=341.477 e_lumo_ev=-0.930 orbital_gap_ev=7.8436
C -3.76 -2.69 -1.12 -0.620
C -2.79 -2.23 -0.04 -0.367
C -1.32 -2.01 -0.45 -0.400
C -0.57 -1.56 0.68 -0.409
H -0.64 -2.37 1.42 0.211
H -1.12 -0.66 1.07 0.213
C 0.74 -1.40 0.47 -0.268
C 1.53 -0.44 1.28 -0.041
O 1.97 0.82 0.87 -0.550
C 3.27 0.72 0.24 -0.034
C 3.61 2.41 0.02 -0.372
H 3.33 2.87 0.81 0.193
H 4.77 2.07 -0.28 0.215
C 2.97 2.94 -1.16 -0.228
N 1.53 2.59 -1.31 -0.566
C 0.61 3.15 -0.24 0.190
C -0.61 2.63 -0.19 -0.393
C -1.18 1.61 -0.90 0.610
O -0.40 1.12 -1.87 -0.643
N -2.48 1.35 -0.59 -0.617
C -3.33 1.91 0.09 0.342
S -4.92 1.45 0.61 -0.201
N -2.78 3.11 0.88 -0.597
C -1.55 3.57 0.86 0.703
O -1.17 4.67 1.08 -0.579
H -3.30 3.49 1.47 0.394
H -2.81 0.31 -1.19 0.471
H 1.06 4.18 0.20 0.256
H 1.08 1.75 -1.56 0.430
H 3.17 3.89 -1.11 0.194
H 3.36 2.55 -2.18 0.204
H 3.97 0.22 0.72 0.163
H 3.16 0.27 -0.68 0.160
H 0.85 -0.36 2.20 0.180
H 2.36 -1.10 1.82 0.159
C 1.63 -2.34 -0.04 -0.366
C 1.59 -3.63 0.82 -0.591
H 2.23 -4.43 0.97 0.228
H 0.54 -4.01 1.11 0.203
H 1.76 -3.13 2.05 0.124
H 1.26 -3.02 -0.84 0.214
H 2.49 -2.21 -0.03 0.177
H 0.70 -0.67 -0.56 0.215
H -1.42 -1.60 -1.28 0.196
H -1.21 -3.03 -0.77 0.206
H -3.16 -1.33 0.31 0.184
H -2.96 -3.04 0.84 0.193
H -3.59 -2.15 -2.00 0.187
H -4.83 -2.65 -1.01 0.224
H -3.63 -3.61 -1.49 0.203

***

Which one sits at the bottom of the stability order? model ii does.

***

Model i:
7
Properties=species:S:1:pos:R:3:nbo_charge:R:1 method="wB97M-V/def2-TZVPD" mol_weight_g_mol=84.165 e_lumo_ev=-0.013 orbital_gap_ev=9.8731
S 0.00 0.00 0.00 -0.061
S -1.52 -0.71 1.30 -0.120
H 0.06 -0.92 -0.99 0.059
H -2.62 -0.26 0.66 0.130
O 0.24 -2.67 -1.88 -0.906
H -0.42 -3.40 -1.85 0.476
H -0.21 -1.90 -1.48 0.422

***

Model ii:
7
Properties=species:S:1:pos:R:3:nbo_charge:R:1 method="wB97M-V/def2-TZVPD" mol_weight_g_mol=84.165 e_lumo_ev=0.112 orbital_gap_ev=9.8440
S 2.45 0.63 -0.13 -0.125
S 1.13 2.27 0.17 -0.133
H 1.59 -0.04 -0.93 0.128
H 1.63 3.06 -0.81 0.130
O -2.11 -1.90 0.93 -0.939
H -1.81 -1.53 0.07 0.469
H -2.87 -2.49 0.70 0.470

***

Which one sits at the bottom of the stability order? model i does.

***

Model i:
6
Properties=species:S:1:pos:R:3:nbo_charge:R:1 method="wB97M-V/def2-TZVPD" mol_weight_g_mol=110.938 e_lumo_ev=0.601 orbital_gap_ev=10.8969
C -1.04 0.86 0.95 0.282
O -0.04 1.45 1.22 -0.483
H -1.65 0.34 1.70 0.102
H -1.44 0.81 -0.08 0.099
Br 2.76 -1.64 -1.70 -0.194
H 1.42 -1.82 -2.09 0.194

***

Model ii:
6
Properties=species:S:1:pos:R:3:nbo_charge:R:1 method="wB97M-V/def2-TZVPD" mol_weight_g_mol=110.938 e_lumo_ev=-1.104 orbital_gap_ev=8.9771
C 0.24 -0.14 -0.01 -0.268
O 1.38 -1.00 0.00 -0.545
Br 3.07 0.00 0.02 0.235
H -0.60 -0.83 -0.44 0.209
H 0.33 0.83 -0.48 0.197
H 0.02 0.04 1.12 0.173

***

Model iii:
6
Properties=species:S:1:pos:R:3:nbo_charge:R:1 method="wB97M-V/def2-TZVPD" mol_weight_g_mol=110.938 e_lumo_ev=0.179 orbital_gap_ev=9.4055
C -0.62 0.01 0.67 0.182
O 0.09 0.90 0.00 -0.643
Br -2.43 0.37 1.07 -0.013
H 1.36 -1.68 -0.66 0.007
H 2.03 -1.35 -0.88 -0.010
H -0.42 1.75 -0.19 0.477

***

Which one sits at the bottom of the stability order? model iii does.